105
Properties=species:S:1:pos:R:3:forces:R:3 method="wB97M-V/def2-TZVPD" total_charge=0 homo_lumo_gap_ev=6.47 homo_energy_ev=-6.83 largest_force_ev_per_a=0.1 e_above_lowest_kj_mol=88.88
Ti -0.229395 -0.178311 -0.406434 -0.03 -0.11 -0.08
C 2.574389 -2.521376 1.018114 0.01 -0.01 0.01
C 1.481543 -1.501221 1.098763 0.02 0.04 0.00
O 0.288858 -1.800558 0.563803 0.00 -0.02 -0.01
C 1.571695 -0.412491 2.140608 0.00 0.04 -0.02
C 0.307587 0.090517 2.668864 0.01 -0.01 -0.01
C 0.067558 0.231585 4.133257 0.00 -0.01 0.00
N -0.586116 0.258352 1.774369 -0.01 -0.02 0.02
N -1.864312 0.556740 2.196766 -0.02 -0.01 -0.02
C -2.628444 0.486928 1.157731 0.02 -0.03 0.03
O -2.182106 0.180059 -0.027932 -0.08 0.08 0.01
C -4.079246 0.765287 1.279284 0.01 0.03 0.01
C -4.593991 1.351525 2.434097 0.00 0.00 0.01
C -5.946304 1.638004 2.517790 -0.01 0.00 -0.02
C -6.790076 1.342695 1.452185 0.01 0.01 0.03
C -6.277955 0.760503 0.301956 -0.01 -0.01 -0.02
C -4.923080 0.470345 0.211327 -0.01 -0.02 -0.02
H 2.892935 -2.645380 -0.015862 -0.02 0.01 0.00
H 3.426337 -2.203876 1.616152 0.00 0.00 0.00
H 2.194004 -3.469229 1.400414 0.00 0.00 -0.01
H 2.467491 -0.338551 2.748440 0.01 -0.02 0.02
H 0.999909 0.139658 4.685023 0.00 0.00 0.00
H -0.395096 1.197064 4.337444 0.00 0.00 0.00
H -0.633374 -0.534190 4.470969 0.00 0.00 0.00
H -3.921071 1.581605 3.248950 0.00 0.00 0.00
H -6.344982 2.096167 3.413580 0.00 0.00 0.00
H -7.846375 1.569772 1.519503 0.00 0.00 0.00
H -6.931768 0.532835 -0.530136 0.00 0.00 0.00
H -4.505864 0.038596 -0.690897 -0.01 0.00 0.00
N -3.184825 3.136693 -0.804048 0.04 0.00 -0.03
C -1.871896 3.133859 -1.565970 -0.04 0.01 -0.01
C -1.791538 4.443120 -2.353743 0.02 -0.03 -0.04
P -0.567670 3.088287 -0.227085 -0.02 0.07 -0.01
O 0.505627 4.167440 -0.701083 -0.02 0.04 0.00
O -1.303207 3.525995 0.984197 0.02 -0.03 0.02
O 0.170213 1.760726 -0.223685 0.07 0.00 0.02
P -1.976662 1.623684 -2.651358 0.03 -0.01 0.09
O -1.472564 2.260065 -4.037149 -0.03 -0.05 -0.06
O -3.409550 1.237445 -2.664217 -0.04 0.03 -0.02
O -0.934445 0.612964 -2.235033 0.02 0.01 -0.07
H -3.782215 3.895568 -1.124437 0.01 0.02 0.03
H -2.944652 3.264445 0.199787 -0.03 0.00 -0.01
H -3.678590 2.250381 -1.005847 0.01 -0.01 0.03
H -1.816722 5.299177 -1.676238 0.00 -0.01 0.02
H -2.619440 4.509335 -3.062803 0.00 -0.01 0.00
H -0.866018 4.488009 -2.918236 0.00 0.01 0.00
H 1.357412 3.766336 -0.922844 -0.01 -0.02 0.01
H -1.198073 1.590304 -4.675485 0.05 0.01 0.03
C 2.037848 1.633139 -2.408515 -0.01 0.04 0.01
C 2.131804 0.139506 -2.419572 0.02 -0.04 -0.01
C 3.136892 -0.534069 -3.068366 0.00 0.03 -0.02
C 2.895123 -1.911911 -2.889737 -0.04 -0.01 0.00
C 1.751261 -2.029889 -2.138672 -0.01 -0.02 0.00
C 1.129273 -3.365725 -1.837607 0.01 -0.01 -0.01
N 1.262210 -0.764277 -1.817098 0.05 0.03 0.01
H 2.773565 2.015615 -3.117601 0.00 0.00 0.00
H 2.271990 2.055736 -1.427235 0.00 -0.01 -0.01
H 1.055270 1.995386 -2.710961 0.01 0.00 0.00
H 3.938019 -0.070000 -3.624572 0.00 0.00 0.01
H 3.464121 -2.739570 -3.285742 0.00 0.00 0.00
H 1.917221 -4.119390 -1.886604 0.00 0.00 0.00
H 0.383172 -3.654839 -2.583573 0.01 0.01 0.00
H 0.662974 -3.426230 -0.859942 0.00 0.01 0.01
N -2.497598 -3.119972 -5.879531 0.00 0.00 0.00
C -2.441695 -3.039018 -4.735191 0.00 -0.02 0.00
C -2.376516 -2.940904 -3.303797 0.02 0.03 0.01
C -3.144427 -3.763340 -2.489055 -0.02 -0.01 -0.01
C -3.027480 -3.622907 -1.119106 0.00 0.00 0.03
C -2.166743 -2.662279 -0.618534 0.00 0.01 -0.03
N -1.438407 -1.868685 -1.403877 -0.02 0.00 0.02
C -1.527270 -2.007792 -2.719881 0.00 -0.01 0.02
H -3.810638 -4.494228 -2.926991 0.00 0.00 0.00
H -3.598346 -4.240016 -0.440627 0.00 0.00 0.00
H -2.044495 -2.518337 0.446678 0.00 0.00 0.00
H -0.892397 -1.366311 -3.312631 0.00 0.00 -0.01
O 1.808662 -0.136524 0.739055 0.00 0.00 0.03
S 5.259315 0.076822 0.637763 0.00 -0.01 -0.01
C 5.115426 1.754411 -0.049973 -0.03 0.03 0.00
C 4.485116 2.758422 0.874855 0.03 0.00 0.01
C 3.127034 2.692806 1.182479 -0.02 0.02 -0.04
C 2.552221 3.602352 2.056150 -0.01 -0.01 -0.02
C 3.332706 4.590447 2.646655 0.01 0.01 0.01
C 4.683485 4.668671 2.343330 -0.01 0.01 0.00
C 5.253880 3.759764 1.458634 0.00 0.00 -0.01
C 6.127672 0.387915 2.211643 0.01 -0.01 0.04
C 5.240569 0.146203 3.402339 0.00 0.03 0.00
C 4.571848 1.195760 4.027610 0.01 0.00 -0.01
C 3.738137 0.954750 5.110053 0.00 -0.02 0.01
C 3.555558 -0.339833 5.579475 0.00 0.01 0.00
C 4.211340 -1.393137 4.957153 0.01 -0.01 -0.01
C 5.050371 -1.148000 3.879025 -0.01 -0.02 0.01
H 4.505365 1.598678 -0.942213 0.00 0.00 0.00
H 6.098451 2.099162 -0.372098 0.01 -0.01 0.00
H 2.519019 1.919283 0.733563 0.01 -0.02 0.03
H 1.490109 3.545193 2.268294 0.00 0.00 0.00
H 2.886040 5.301536 3.329661 0.00 0.00 0.00
H 5.296977 5.440515 2.790723 0.00 0.00 0.00
H 6.308785 3.832861 1.217463 0.00 0.00 0.00
H 6.498086 1.412189 2.207923 0.00 0.00 -0.01
H 6.990727 -0.277047 2.242367 0.00 0.00 -0.01
H 4.703028 2.208071 3.663796 0.00 0.00 0.00
H 3.230673 1.783656 5.588367 0.00 0.00 0.00
H 2.910502 -0.527278 6.428850 0.00 0.00 0.00
H 4.077926 -2.405238 5.317898 0.00 0.00 0.00
H 5.569602 -1.972283 3.401909 0.00 0.00 0.00

***

102
Properties=species:S:1:pos:R:3:forces:R:3 method="wB97M-V/def2-TZVPD" total_charge=+1 homo_lumo_gap_ev=7.56 homo_energy_ev=-9.97 largest_force_ev_per_a=0.5 e_above_lowest_kj_mol=0.00
Ir 0.031715 0.430306 0.319511 -0.17 -0.32 -0.33
O -1.925489 -0.319677 -0.174422 -0.28 0.33 -0.23
P -2.595295 -1.315698 -1.089058 0.16 -0.17 0.15
C -1.397392 -2.501871 -1.751358 0.01 0.06 -0.05
P 0.078920 -1.726155 -2.508688 -0.09 -0.15 0.03
O 0.659331 -0.704497 -1.586756 0.17 0.11 0.18
C 1.196372 -3.102048 -2.775725 0.04 0.02 0.04
C 1.456151 -3.629639 -4.036222 -0.02 -0.02 0.00
C 2.338478 -4.693249 -4.170052 -0.01 0.00 -0.01
C 2.959994 -5.225093 -3.051152 0.01 0.00 0.01
C 2.710591 -4.694060 -1.790680 -0.01 -0.01 -0.01
C 1.832944 -3.633923 -1.651956 0.01 0.02 0.01
C -0.406909 -1.066340 -4.098836 -0.01 0.00 -0.01
C -1.371715 -1.668884 -4.906511 0.00 -0.01 -0.02
C -1.693549 -1.109502 -6.131324 0.02 0.00 0.00
C -1.048620 0.046193 -6.556238 -0.01 -0.01 0.01
C -0.083212 0.642574 -5.759177 -0.01 0.00 0.01
C 0.239223 0.089272 -4.528906 0.01 0.02 0.03
C -3.789886 -2.260127 -0.142088 -0.01 -0.04 0.02
C -3.875577 -3.649174 -0.178639 -0.01 0.00 -0.01
C -4.820849 -4.305560 0.598130 0.01 0.00 0.00
C -5.675087 -3.576978 1.411532 0.00 0.00 0.01
C -5.589722 -2.190261 1.454802 -0.01 -0.01 0.01
C -4.651314 -1.530701 0.680474 0.01 -0.01 -0.01
C -3.463598 -0.606702 -2.478747 -0.03 0.04 0.02
C -4.401705 -1.376685 -3.167314 0.00 -0.03 0.03
C -5.008516 -0.867142 -4.301522 0.00 0.02 -0.02
C -4.678572 0.407159 -4.749155 -0.01 -0.01 0.01
C -3.755258 1.176947 -4.057873 0.01 0.02 0.00
C -3.149932 0.673419 -2.915705 0.00 -0.01 -0.05
H -1.879094 -3.180959 -2.457846 0.01 -0.01 -0.01
H -1.023778 -3.098151 -0.912462 0.02 0.00 0.00
H 0.982520 -3.208668 -4.913754 0.00 0.01 0.00
H 2.544846 -5.100056 -5.150827 0.00 0.00 0.00
H 3.649738 -6.051574 -3.159803 0.00 0.00 0.00
H 3.208654 -5.101959 -0.921311 0.00 0.00 0.00
H 1.660571 -3.196887 -0.673804 -0.01 0.01 0.00
H -1.880544 -2.571909 -4.590401 0.01 0.01 0.00
H -2.446389 -1.573320 -6.754789 0.00 0.00 0.00
H -1.301936 0.480639 -7.514569 0.00 0.00 0.00
H 0.417794 1.542415 -6.090161 0.00 0.00 0.00
H 0.973774 0.558403 -3.888847 0.00 0.01 0.01
H -3.211952 -4.230482 -0.806479 0.00 0.00 0.00
H -4.887307 -5.384787 0.567578 0.00 0.00 0.00
H -6.410251 -4.090409 2.016844 0.00 0.00 0.00
H -6.255514 -1.625081 2.092922 0.00 0.00 0.00
H -4.576085 -0.450344 0.719057 0.00 0.00 0.00
H -4.666510 -2.366937 -2.812532 -0.01 0.00 0.00
H -5.741681 -1.457751 -4.834359 0.00 0.00 0.00
H -5.152085 0.802942 -5.638143 0.00 0.00 0.00
H -3.503022 2.169401 -4.407671 0.00 0.00 0.01
H -2.428816 1.260477 -2.370067 0.11 0.08 0.02
C -1.666735 3.316015 4.184144 -0.02 -0.02 0.03
Ge -0.324986 1.998681 3.623335 0.00 -0.06 -0.04
C -0.376447 0.493817 4.878647 0.04 -0.03 0.00
C 1.431859 2.856955 3.732552 0.00 0.07 -0.03
C -0.967714 1.328602 1.881119 0.15 0.08 -0.01
H -1.438432 3.700751 5.178885 -0.01 0.00 0.00
H -2.662894 2.872097 4.209340 0.00 0.01 0.00
H -1.691622 4.162946 3.494878 0.01 -0.01 0.00
H -0.261196 0.850275 5.902929 0.00 -0.01 0.00
H 0.427673 -0.217442 4.680428 0.00 0.00 0.00
H -1.328538 -0.034690 4.806624 -0.01 0.00 0.01
H 1.896705 2.592824 4.683691 -0.01 0.01 0.01
H 1.327202 3.943272 3.707594 -0.01 0.01 -0.01
H 2.097587 2.555838 2.928040 0.00 -0.02 0.04
H -1.602703 2.110646 1.445001 0.01 0.03 0.02
H -1.686669 0.552668 2.181480 -0.06 0.06 0.05
C 2.697978 5.376316 -1.948386 0.00 0.00 0.01
C 1.716527 5.997571 -0.959964 0.01 0.00 0.01
C 2.073652 5.632676 0.478560 0.00 0.00 0.01
C 0.271987 5.641556 -1.311205 -0.02 0.00 0.00
N 0.026490 4.198185 -1.301134 -0.06 0.02 -0.06
C -0.080295 3.354859 -0.283891 0.03 0.02 0.00
N -0.206525 2.143848 -0.786720 -0.02 -0.04 0.11
N -0.168495 2.265770 -2.125615 -0.11 -0.13 -0.03
N -0.036962 3.494934 -2.442553 0.02 0.01 0.02
H 3.714575 5.697140 -1.722409 0.00 0.01 0.00
H 2.471829 5.663103 -2.976482 0.00 -0.01 0.00
H 2.679546 4.285487 -1.884344 0.01 0.00 0.00
H 1.755545 7.087039 -1.056905 0.01 0.00 -0.01
H 2.158975 4.550418 0.609388 0.00 0.01 0.00
H 1.340927 6.019765 1.191272 0.00 0.00 0.00
H 3.042552 6.056882 0.741082 0.00 -0.01 0.00
H 0.024823 5.963478 -2.321106 -0.01 0.01 0.01
H -0.430687 6.099687 -0.615142 0.01 -0.01 0.01
H -0.044854 3.613250 0.758822 0.01 -0.02 0.00
I 2.523883 1.264225 0.417938 0.06 0.09 0.10
F -0.082626 -4.077441 5.587892 0.01 -0.01 -0.01
C 0.629520 -4.377304 4.492259 -0.01 0.03 0.02
F 1.891200 -4.600993 4.868810 0.00 0.00 0.00
F 0.137140 -5.522217 3.993868 0.00 -0.01 0.00
C 0.532500 -3.266827 3.475269 0.00 -0.01 0.00
C 1.609160 -2.456005 3.180813 0.01 -0.01 -0.01
C 1.450467 -1.440931 2.252151 0.07 -0.13 -0.06
N 0.293887 -1.211821 1.617081 0.07 0.08 -0.10
C -0.750326 -1.999750 1.924753 -0.07 0.06 0.07
C -0.673834 -3.029715 2.837379 -0.01 -0.01 -0.02
H 2.568531 -2.594545 3.657673 0.00 0.00 0.01
H 2.275370 -0.791213 2.000394 -0.03 -0.02 0.01
H -1.684528 -1.766780 1.439688 0.02 0.01 0.03
H -1.550938 -3.627445 3.044484 0.00 0.00 0.00

***

95
Properties=species:S:1:pos:R:3:forces:R:3 method="wB97M-V/def2-TZVPD" total_charge=0 homo_lumo_gap_ev=5.65 homo_energy_ev=-6.45 largest_force_ev_per_a=0.4
Ga 0.612835 0.045774 1.141242 -0.31 0.00 0.26
C -4.621309 2.362974 -2.205832 -0.03 -0.02 0.01
C -3.442490 3.154877 -2.750585 0.02 0.00 0.01
C -3.227638 2.858914 -4.225643 -0.04 0.03 -0.02
C -2.064369 3.672351 -4.764714 -0.01 -0.01 -0.03
C -0.827484 3.362435 -3.972384 0.07 0.05 0.00
C 0.428194 3.472094 -4.522238 -0.08 0.02 -0.01
C 1.560011 3.146162 -3.777434 -0.04 -0.07 -0.03
F 2.755383 3.268697 -4.370905 0.09 0.02 -0.03
C 1.478160 2.670014 -2.505348 -0.02 -0.05 0.03
C 0.206119 2.557953 -1.923154 -0.01 0.04 -0.10
C 0.082761 2.020671 -0.590931 0.07 -0.02 0.06
O 1.105790 1.454475 -0.067435 0.23 0.07 0.03
C -1.158470 2.158890 0.046070 -0.10 0.00 0.01
C -2.236159 2.553425 -0.709369 -0.05 0.03 0.01
N -2.183473 2.849957 -2.006276 0.00 -0.05 0.01
C -0.943092 2.924619 -2.636477 0.02 -0.02 0.00
C -1.415132 1.901519 1.518202 -0.03 0.08 -0.05
O -2.398786 2.401702 2.022294 0.03 -0.04 0.01
O -0.544294 1.166260 2.143882 0.08 -0.08 -0.15
H -5.461457 2.488141 -2.889246 0.01 0.01 0.01
H -4.954539 2.699769 -1.225973 0.01 0.01 0.00
H -4.375292 1.300184 -2.151240 -0.01 0.08 0.01
H -3.622344 4.227777 -2.632290 -0.02 0.01 0.00
H -4.148151 3.103413 -4.755669 0.00 0.00 0.00
H -3.046759 1.787009 -4.353408 0.02 0.01 0.01
H -2.299074 4.739051 -4.690711 0.01 0.00 0.00
H -1.885500 3.461356 -5.819477 -0.01 -0.01 0.01
H 0.554364 3.801211 -5.546726 -0.02 0.00 0.02
H 2.355118 2.367715 -1.949224 -0.02 0.02 -0.01
H -3.193617 2.619476 -0.214646 0.00 -0.03 -0.02
C 5.513407 -1.176870 0.632749 0.06 0.00 -0.01
C 4.263054 -0.435371 1.105403 0.03 0.00 0.09
C 4.391066 1.063688 0.827329 0.04 0.07 -0.01
C 3.962651 -0.687242 2.572089 -0.05 -0.06 0.02
C 4.967748 -0.531291 3.521302 -0.01 -0.01 -0.05
C 4.727235 -0.774150 4.862205 0.00 0.00 0.05
C 3.465678 -1.171309 5.272940 0.02 0.00 0.03
C 2.426374 -1.317854 4.361719 -0.03 0.04 -0.05
C 1.042326 -1.695927 4.854644 0.03 0.01 0.00
C 1.044184 -3.068525 5.528085 0.00 -0.03 0.05
C 0.483014 -0.623587 5.791667 -0.02 0.01 0.03
C 2.679064 -1.068951 3.002883 0.04 0.06 -0.01
N 1.624724 -1.184742 2.061714 0.14 -0.01 -0.06
C 1.192249 -2.459157 1.643941 -0.10 -0.07 -0.09
C 0.248474 -2.527270 0.682875 0.04 0.01 0.19
N -0.208765 -1.311850 0.147588 0.12 0.13 -0.16
C -1.229791 -1.240745 -0.827848 -0.11 -0.13 0.05
C -0.906728 -1.019090 -2.184668 -0.02 0.01 0.07
C -1.941687 -0.902084 -3.109286 -0.01 0.04 0.02
C -3.269190 -1.016857 -2.723612 0.01 -0.08 -0.02
C -3.578032 -1.245954 -1.394968 -0.02 -0.02 0.00
C -2.575964 -1.351861 -0.433397 0.00 0.00 0.01
C -2.954096 -1.623158 1.009723 -0.01 -0.03 -0.01
C -3.387399 -3.081974 1.179006 -0.01 -0.04 0.01
C -4.046230 -0.681915 1.519853 -0.03 0.05 -0.03
C 0.542110 -0.949637 -2.633253 -0.03 -0.04 -0.04
C 1.197476 -2.334510 -2.596414 0.04 -0.04 0.01
C 0.717253 -0.352547 -4.028163 0.05 -0.01 -0.02
H 5.651121 -1.033874 -0.442005 -0.01 -0.01 0.03
H 5.436494 -2.247227 0.829145 -0.01 0.01 0.00
H 6.415180 -0.809540 1.128816 -0.03 0.00 -0.01
H 3.421643 -0.824475 0.534315 -0.08 -0.01 -0.07
H 5.218665 1.488200 1.402263 -0.01 -0.02 -0.02
H 3.487514 1.611321 1.101880 -0.02 -0.03 0.01
H 4.588202 1.247958 -0.232653 -0.01 -0.01 0.02
H 5.958070 -0.223919 3.203992 -0.02 -0.01 0.02
H 5.522963 -0.653722 5.587343 -0.01 0.00 -0.01
H 3.279504 -1.356720 6.325304 0.01 0.01 -0.03
H 0.384935 -1.748902 3.988475 -0.02 -0.01 -0.03
H 1.683263 -3.074439 6.414976 -0.01 0.01 -0.02
H 1.409787 -3.843084 4.851284 -0.01 0.02 -0.01
H 0.034569 -3.340224 5.845085 0.02 0.01 -0.02
H 1.095407 -0.525256 6.691982 -0.01 0.00 -0.03
H -0.531387 -0.882908 6.104465 0.02 0.01 -0.01
H 0.445534 0.348727 5.297345 0.01 -0.02 0.00
H 1.631982 -3.324149 2.121649 -0.02 -0.02 -0.06
H -0.166675 -3.456718 0.316107 0.07 0.00 0.00
H -1.710981 -0.736445 -4.153962 0.00 -0.02 0.01
H -4.058027 -0.947623 -3.465562 0.02 0.00 0.03
H -4.615574 -1.356030 -1.096839 0.04 0.02 -0.01
H -2.062517 -1.469780 1.617159 0.01 0.04 0.03
H -4.276586 -3.294407 0.578222 0.02 0.01 0.01
H -3.628030 -3.290626 2.223754 0.01 0.00 -0.02
H -2.600385 -3.770254 0.867264 0.00 0.02 0.01
H -4.996954 -0.858867 1.008894 0.02 0.00 0.02
H -3.776066 0.367579 1.388730 0.01 -0.04 0.00
H -4.213188 -0.840250 2.586994 0.01 -0.02 -0.02
H 1.072960 -0.317103 -1.918339 0.05 0.03 0.03
H 0.650089 -3.027978 -3.241078 0.01 0.02 0.01
H 1.223855 -2.745060 -1.588151 -0.01 0.02 -0.04
H 2.224976 -2.273419 -2.964747 -0.02 -0.01 0.02
H 0.383086 -1.049823 -4.801960 0.00 0.02 0.03
H 1.773768 -0.147623 -4.214835 -0.03 -0.01 0.01
H 0.163291 0.578540 -4.155772 0.00 0.06 0.02